(1)
The following is a DFT calculation (ωB97M-V/def2-TZVPD) of 3 unconnected molecules or ions with the total composition C2H10N2O2.

Each atom is followed by the atoms it is bonded to, with distances in Å.
Atoms and positions in Å:
1 O 2.487 -0.910 1.112  H13 0.965, H14 0.984
2 O 1.920 0.967 -0.882  H9 0.958, H15 0.981
3 N -1.654 -0.892 1.069  C5 1.401, H7 1.015, H8 0.996
4 N -0.844 0.149 -0.846  C5 1.268, C6 1.447
5 C -0.745 -0.783 0.007  N3 1.401, N4 1.268, H11 1.084
6 C -1.829 1.192 -0.661  N4 1.447, H10 1.091, H12 1.101, H16 1.087
7 H -2.613 -0.819 0.743  N3 1.015
8 H -1.551 -1.616 1.745  N3 0.996
9 H 2.284 1.331 -1.690  O2 0.958
10 H -1.706 1.734 0.278  C6 1.091
11 H 0.030 -1.522 0.171  C5 1.084
12 H -2.835 0.751 -0.597  C6 1.101
13 H 2.709 -0.595 1.997  O1 0.965
14 H 2.486 -0.090 0.568  O1 0.984
15 H 0.947 1.098 -0.855  O2 0.981
16 H -1.867 1.779 -1.575  C6 1.087

Summary:
Structure (SMILES) ... C/N=C\N.O.O


(2)
The following is a DFT calculation (ωB97M-V/def2-TZVPD) of 2 unconnected molecules or ions with the total composition C2H10N2O2.

Each atom is followed by the atoms it is bonded to, with distances in Å.
Atoms and positions in Å:
1 O 0.977 -1.461 1.833  C5 1.424, H14 0.964
2 O -3.308 0.594 -0.833  C6 1.442, H15 0.962
3 N -1.715 1.503 -2.194  C6 1.419, H8 1.008, H16 1.006
4 N 2.917 -0.883 0.637  C5 1.417, H7 1.006, H9 1.005
5 C 2.014 -0.500 1.660  O1 1.424, N4 1.417, H12 1.089, H13 1.092
6 C -1.957 0.421 -1.308  O2 1.442, N3 1.419, H10 1.088, H11 1.093
7 H 3.485 -1.678 0.875  N4 1.006
8 H -0.869 1.538 -2.741  N3 1.008
9 H 2.522 -0.969 -0.284  N4 1.005
10 H -1.917 -0.507 -1.876  C6 1.088
11 H -1.329 0.303 -0.422  C6 1.093
12 H 1.586 0.480 1.459  C5 1.089
13 H 2.610 -0.395 2.568  C5 1.092
14 H 0.293 -1.054 2.378  O1 0.964
15 H -3.342 0.215 0.050  O2 0.962
16 H -1.966 2.394 -1.801  N3 1.006

Summary:
Structure (SMILES) ... NCO.NCO


In hartree, relative to the most stable structure: (1) 0.0000; (2) 0.0154.


(1)
The following is a DFT calculation (ωB97M-V/def2-TZVPD) of 3 unconnected molecules or ions with the total composition C2H10N2O2.

Each atom is followed by the atoms it is bonded to, with distances in Å.
Atoms and positions in Å:
1 O 1.265 1.805 -0.802  H13 0.979, H15 0.963
2 O 3.418 -0.244 -0.853  H12 0.980, H16 0.964
3 N -2.188 -1.834 0.512  C5 1.433, H10 1.008, H11 1.013
4 N -0.919 0.147 0.069  C5 1.272, C6 1.466
5 C -1.112 -1.100 -0.087  N3 1.433, N4 1.272, H8 1.086
6 C -1.149 0.815 1.354  N4 1.466, H7 1.084, H9 1.089, H14 1.095
7 H -0.529 1.704 1.334  C6 1.084
8 H -0.471 -1.527 -0.852  C5 1.086
9 H -0.974 0.169 2.214  C6 1.089
10 H -3.051 -1.363 0.292  N3 1.008
11 H -2.066 -1.891 1.517  N3 1.013
12 H 2.716 0.432 -0.949  O2 0.980
13 H 0.504 1.277 -0.488  O1 0.979
14 H -2.191 1.139 1.456  C6 1.095
15 H 0.902 2.494 -1.368  O1 0.963
16 H 3.252 -0.827 -1.602  O2 0.964

Summary:
Structure (SMILES) ... C/N=C\N.O.O


(2)
The following is a DFT calculation (ωB97M-V/def2-TZVPD) of 3 unconnected molecules or ions with the total composition C2H10N2O2.

Each atom is followed by the atoms it is bonded to, with distances in Å.
Atoms and positions in Å:
1 O 0.808 -1.800 -2.974  H7 0.968, H11 0.966
2 O -1.679 -0.797 -1.503  H8 0.955, H10 0.967
3 N 1.910 0.858 1.024  C5 1.374, H9 1.015, H12 1.003
4 N -0.365 0.856 0.364  C5 1.268, C6 1.460
5 C 0.803 1.350 0.375  N3 1.374, N4 1.268, H15 1.095
6 C -0.917 0.196 1.544  N4 1.460, H13 1.096, H14 1.090, H16 1.099
7 H -0.039 -1.593 -2.553  O1 0.968
8 H -2.625 -0.853 -1.623  O2 0.955
9 H 1.683 0.384 1.892  N3 1.015
10 H -1.426 -0.383 -0.666  O2 0.967
11 H 1.388 -2.024 -2.234  O1 0.966
12 H 2.749 1.397 0.919  N3 1.003
13 H -0.636 0.742 2.452  C6 1.096
14 H -2.004 0.210 1.464  C6 1.090
15 H 0.938 2.302 -0.148  C5 1.095
16 H -0.588 -0.846 1.665  C6 1.099

Summary:
Structure (SMILES) ... C/N=C\N.O.O


(3)
The following is a DFT calculation (ωB97M-V/def2-TZVPD) of 2 unconnected molecules or ions with the total composition C2H10N2O2.

Each atom is followed by the atoms it is bonded to, with distances in Å.
Atoms and positions in Å:
1 O -0.110 0.775 0.863  C5 1.450, H15 0.969
2 O -0.542 -1.629 0.027  C6 1.456, H9 0.950
3 N 1.812 -2.127 0.043  C6 1.453, H8 0.981, H13 1.001
4 N -0.920 2.702 -0.232  C5 1.407, H10 1.048, H11 1.079
5 C -1.128 1.329 -0.008  O1 1.450, N4 1.407, H12 1.055, H16 1.125
6 C 0.645 -1.864 -0.782  O2 1.456, N3 1.453, H7 1.047, H14 1.082
7 H 0.723 -1.028 -1.407  C6 1.047
8 H 2.162 -1.238 0.267  N3 0.981
9 H -0.441 -0.850 0.560  O2 0.950
10 H -0.809 3.299 0.622  N4 1.048
11 H 0.047 2.860 -0.684  N4 1.079
12 H -2.064 1.235 0.471  C5 1.055
13 H 1.659 -2.690 0.856  N3 1.001
14 H 0.247 -2.679 -1.372  C6 1.082
15 H -0.195 1.146 1.754  O1 0.969
16 H -1.085 0.760 -0.977  C5 1.125

Summary:
Structure (SMILES) ... NCO.NCO


In hartree, relative to the most stable structure: (1) 0.0084; (2) 0.0000; (3) 0.0061.